{
  "formula": "C5H8O",
  "method": "ωB97M-V/def2-TZVPD",
  "species": ["C", "C", "C", "C", "O", "C", "H", "H", "H", "H", "H", "H", "H", "H"],
  "coordinates": [[0.365, -1.560, -0.932], [0.372, -1.899, 0.365], [0.235, 0.744, -0.667], [0.588, 1.320, 0.689], [-0.773, 1.529, 1.103], [-1.140, 1.198, -0.242], [1.279, -1.406, -1.492], [-0.556, -1.529, -1.507], [-0.539, -2.121, 0.914], [1.306, -1.986, 0.916], [1.183, 0.747, 1.405], [1.105, 2.274, 0.483], [-2.022, 0.553, -0.324], [-1.317, 2.103, -0.855]],
  "e_lumo_ev": -0.02,
  "energy_ha": -270.33474,
  "spin_multiplicity": 1,
  "homo_energy_ev": -8.401,
  "e_above_lowest_ev": 6.072,
  "gap_ev": 8.376
}